Record 1
89
Properties=species:S:1:pos:R:3:forces:R:3:mulliken_charge:R:1 method="wB97M-V/def2-TZVPD" total_charge=-1 homo_lumo_gap_ha=0.08559 e_homo_ev=-5.03
C 1.121 0.978 3.910 0.504 0.523 -0.920 -1.373
C -0.202 1.062 3.082 0.426 -1.481 0.624 -0.489
C -0.565 -0.378 2.587 0.605 0.560 0.065 -0.670
F 0.338 -1.284 3.203 -0.429 -0.362 -0.144 -0.454
C -0.367 -0.636 1.063 0.386 0.138 -0.354 -1.003
C -1.489 -0.091 0.160 -0.814 -0.970 0.095 0.584
C -2.603 0.723 0.885 -1.706 1.221 1.123 -0.620
O -3.655 0.085 1.142 0.711 -0.629 -0.269 -0.610
O -2.432 1.926 1.168 1.098 -0.496 -0.786 -0.692
N -0.983 0.636 -1.067 0.568 -0.348 0.248 0.768
C -2.104 1.202 -1.856 1.099 -0.697 0.612 0.449
C -2.404 2.529 -1.713 -0.424 1.565 -0.024 -0.224
C -3.441 3.070 -2.478 0.268 -1.532 -0.383 -0.869
C -4.066 2.147 -3.321 0.039 0.962 0.428 -0.367
C -3.659 0.827 -3.306 -1.002 -1.444 -1.271 -0.660
N -2.673 0.271 -2.599 -0.397 1.845 0.049 -0.412
C 0.114 1.552 -0.721 0.624 0.906 0.968 -3.894
C 1.420 0.751 -0.410 -1.115 0.358 -1.743 2.459
C 1.988 0.348 -1.811 0.447 0.121 0.577 -2.390
C 3.477 -0.009 -1.943 0.127 -0.350 -1.508 0.120
C 3.716 -0.158 -3.481 1.300 -0.034 0.407 -1.105
N 3.473 -1.499 -4.021 -0.221 0.637 0.021 -0.642
S 2.542 2.026 0.315 1.079 -1.066 4.166 1.227
O 3.788 1.445 0.731 0.456 -0.512 -1.922 -0.676
O 1.960 2.631 1.485 -1.511 0.779 -1.189 -0.607
C 2.904 3.431 -0.844 0.385 0.826 -1.144 0.621
F 3.384 3.046 -2.038 -0.361 -0.436 0.176 -0.210
F 3.914 4.102 -0.270 -0.346 -0.345 0.680 -0.285
C 1.748 4.477 -1.132 0.930 1.170 -0.546 0.805
F 0.745 4.490 -0.272 -0.106 -0.457 -0.276 -0.191
F 2.301 5.708 -1.105 -0.049 -0.246 0.218 -0.298
F 1.335 4.315 -2.391 -0.659 -0.448 0.489 -0.246
C 1.103 -0.412 0.592 0.271 0.621 0.860 2.442
P 1.740 -2.087 0.064 -0.018 0.385 -0.219 0.580
C 1.860 -3.153 1.553 0.564 -0.293 -0.495 -1.291
C 0.526 -2.908 -1.095 0.177 -0.202 0.177 0.412
C 1.133 -3.354 -2.446 -0.711 -0.324 0.047 -1.237
H 0.948 0.513 4.890 0.033 -0.237 -0.435 0.323
H 1.425 1.995 4.136 0.068 -0.165 -0.210 0.496
H 1.959 0.522 3.358 -0.305 -0.367 0.263 0.092
H -1.011 1.396 3.766 0.304 0.008 -0.298 0.496
H -0.205 1.773 2.259 0.250 -0.013 0.260 0.214
H -1.559 -0.704 2.905 0.061 -0.025 -0.402 0.946
H -0.542 -1.755 1.043 -0.467 0.285 0.234 0.984
H -2.038 -0.946 -0.259 0.161 0.173 0.119 0.429
H -0.576 -0.103 -1.652 -0.238 0.219 -0.288 0.830
H -1.886 3.194 -1.029 0.104 -0.456 0.042 0.462
H -3.729 4.114 -2.445 0.118 -0.136 0.121 0.463
H -4.868 2.465 -3.980 0.091 -0.233 0.083 0.389
H -4.201 0.136 -3.957 0.196 0.112 0.161 0.416
H 0.307 2.237 -1.553 -0.229 -0.305 -0.035 0.904
H -0.210 2.140 0.150 -0.075 -0.258 -0.186 1.118
H 1.804 1.177 -2.516 0.013 -0.320 0.029 1.052
H 1.396 -0.492 -2.219 0.103 0.176 0.141 -0.238
H 4.187 0.753 -1.616 -0.505 0.030 0.323 0.361
H 3.797 -0.959 -1.490 -0.306 0.253 0.328 0.168
H 4.787 0.055 -3.648 -0.263 0.053 0.023 0.312
H 3.115 0.592 -4.015 -0.124 -0.215 -0.345 0.493
H 2.496 -1.560 -4.280 0.053 -0.246 -0.008 0.378
H 3.729 -2.187 -3.324 -0.251 -0.160 -0.114 0.305
H 1.689 -0.198 1.506 -0.031 -0.350 -0.250 -1.337
H 2.563 -3.958 1.299 -0.270 0.141 -0.009 0.732
H 0.846 -3.582 1.782 0.323 1.133 0.000 -0.311
H 2.297 -2.587 2.385 -0.402 -0.101 -0.055 0.403
H 0.122 -3.796 -0.573 0.025 0.346 0.127 0.383
H -0.335 -2.246 -1.266 0.120 -0.227 0.159 -0.346
H 0.636 -4.278 -2.778 0.052 0.223 0.148 0.407
H 0.889 -2.610 -3.209 0.527 -0.077 0.064 0.280
H 2.199 -3.581 -2.391 -0.115 0.308 -0.083 0.262
Mg 0.062 -5.222 1.980 -1.546 0.750 -0.180 0.661
N 4.689 -0.753 2.961 0.343 0.188 -1.267 0.710
O 3.820 -1.170 2.186 -0.110 -0.165 0.374 -0.530
O 4.438 -0.712 4.212 -0.067 0.050 -2.147 -0.656
O 5.781 -0.391 2.554 0.031 -0.038 0.331 -0.597
Cl -4.755 -2.806 -1.311 0.022 -0.039 -0.150 -0.211
C -5.775 -2.305 0.063 -0.106 0.145 0.220 -0.436
C -5.140 -2.647 1.388 0.163 0.317 0.025 0.349
Cl -5.099 -4.415 1.671 -0.034 -0.141 0.012 -0.249
H -6.751 -2.774 -0.050 0.081 -0.116 -0.049 0.444
H -5.901 -1.226 -0.011 0.188 0.007 0.092 0.176
H -5.722 -2.209 2.197 -0.052 -0.019 -0.042 0.311
H -4.122 -2.268 1.453 -0.014 -0.114 -0.086 -0.421
O -5.663 1.134 3.320 0.032 -0.146 0.163 -0.714
H -5.265 1.534 4.098 0.011 0.053 -0.034 0.304
H -4.903 0.822 2.804 0.065 0.053 -0.393 0.383
F -0.163 2.752 4.661 -1.104 1.446 1.074 -0.721
Cs 4.453 -0.925 6.498 -0.189 -0.032 2.596 0.941
F 1.612 1.252 -4.961 -0.099 -0.113 0.543 -0.901
F -1.612 -2.996 1.393 1.164 -1.598 0.173 -0.664

Record 2
22
Properties=species:S:1:pos:R:3:forces:R:3:nbo_charge:R:1 method="wB97M-V/def2-TZVPD" s_squared=0.755 total_charge=0 homo_lumo_gap_ha="0.12805 / 0.32791" multiplicity=2 e_homo_ev="-2.72 / -8.27"
C -2.283 -1.263 -1.531 1.057 1.514 -2.101 -0.742
C -1.429 -1.193 -0.304 1.202 0.235 0.965 0.637
O -0.462 -0.455 -0.110 -1.618 -1.039 -0.941 -0.647
N -1.828 -2.075 0.635 -3.198 -3.742 -0.033 -0.829
H -3.241 -0.756 -1.372 -0.086 -0.579 0.302 0.242
H -2.402 -2.343 -1.901 0.185 1.837 0.242 0.231
H -1.478 -2.246 1.555 0.831 0.669 0.106 0.402
H -2.559 -2.864 0.401 1.983 2.591 0.327 0.386
H -1.768 -0.485 -2.248 -0.821 -2.120 0.764 0.250
C 2.486 -0.374 0.628 -1.728 -3.271 0.542 -0.404
C 0.947 1.593 0.333 1.010 -1.144 0.599 0.449
N 2.038 0.787 0.039 1.059 3.186 -3.690 -0.621
N 0.268 1.494 1.520 -1.741 4.327 -0.597 -0.821
N 0.773 2.688 -0.464 2.328 -0.218 -1.426 -0.864
H 2.456 1.005 -0.926 -1.097 -0.690 2.036 0.357
H 2.386 -0.316 1.724 0.836 -0.015 -0.159 0.189
H 3.398 -0.769 0.184 0.702 0.833 0.581 0.205
H 0.071 0.629 1.916 -0.207 -2.193 0.240 0.372
H -0.672 2.018 1.350 1.391 -1.167 0.665 0.305
H 1.365 2.822 -1.273 0.152 -0.607 0.277 0.366
H 0.096 3.368 -0.521 -2.241 0.994 0.921 0.375
H 1.840 -1.267 0.365 -0.002 0.601 0.379 0.163